Model a:
{"formula": "C6H16", "method": "ωB97M-V/def2-TZVPD", "orbital_gap_ev": 12.237, "e_lumo_ha": 0.04031, "multiplicity": 1, "smiles": "CC(C)C.CC", "symbols": ["C", "C", "H", "H", "H", "H", "H", "H", "C", "C", "C", "C", "H", "H", "H", "H", "H", "H", "H", "H", "H", "H"], "positions_angstrom": [[-1.242, -1.010, 2.038], [-2.711, -1.355, 2.281], [-0.961, -0.972, 0.993], [-1.063, -0.001, 2.420], [-0.618, -1.640, 2.673], [-3.047, -1.062, 3.273], [-2.916, -2.416, 2.144], [-3.340, -0.846, 1.538], [0.946, 0.708, -0.769], [1.760, 1.804, -1.512], [-0.345, 0.545, -1.557], [1.778, -0.556, -0.618], [0.835, 1.119, 0.237], [1.127, 2.650, -1.799], [2.276, 1.373, -2.369], [-0.882, 1.492, -1.672], [-0.030, 0.197, -2.551], [-1.082, -0.160, -1.179], [2.715, -0.239, -0.156], [1.292, -1.222, 0.099], [2.045, -1.057, -1.553], [2.463, 2.300, -0.832]]}



Model b:
{"formula": "C6H16", "method": "ωB97M-V/def2-TZVPD", "orbital_gap_ev": 12.312, "e_lumo_ha": 0.04061, "multiplicity": 1, "smiles": "CC(C)C.CC", "symbols": ["C", "C", "C", "C", "H", "H", "H", "H", "H", "H", "H", "H", "H", "H", "C", "C", "H", "H", "H", "H", "H", "H"], "positions_angstrom": [[-0.921, 0.464, 0.791], [-1.776, 1.318, -0.146], [-1.298, 0.698, 2.247], [-1.068, -1.003, 0.429], [0.112, 0.797, 0.658], [-2.817, 1.309, 0.188], [-2.330, 0.374, 2.431], [-0.709, 0.025, 2.876], [-1.219, 1.725, 2.597], [-2.084, -1.249, 0.135], [-0.484, -1.321, -0.433], [-1.712, 0.973, -1.178], [-1.470, 2.368, -0.135], [-0.782, -1.651, 1.260], [2.012, -0.143, -1.950], [2.830, -1.230, -1.219], [2.465, 0.060, -2.905], [0.998, -0.501, -2.095], [2.055, 0.800, -1.411], [3.557, -0.808, -0.528], [2.176, -1.925, -0.702], [3.402, -1.836, -1.923]]}



Model c:
{"formula": "C6H16", "method": "ωB97M-V/def2-TZVPD", "orbital_gap_ev": 11.986, "e_lumo_ha": 0.04014, "multiplicity": 1, "smiles": "CCC.CCC", "symbols": ["C", "C", "C", "H", "H", "H", "H", "H", "H", "H", "H", "C", "C", "C", "H", "H", "H", "H", "H", "H", "H", "H"], "positions_angstrom": [[0.615, 2.246, 0.367], [-0.926, 2.024, 0.300], [1.118, 2.099, 1.791], [1.128, 1.553, -0.322], [0.859, 3.206, -0.069], [-1.449, 2.993, 0.383], [0.875, 2.755, 2.613], [0.890, 1.094, 2.143], [-1.284, 1.347, 1.074], [-1.371, 1.521, -0.575], [2.206, 2.170, 1.888], [-0.577, -1.644, -0.636], [0.769, -2.287, -0.002], [-1.027, -2.402, -1.831], [-1.211, -1.473, 0.252], [-0.450, -0.595, -0.927], [1.578, -1.869, -0.611], [0.728, -3.359, -0.142], [-1.002, -1.732, -2.712], [-0.290, -3.151, -2.188], [0.994, -1.888, 0.983], [-2.041, -2.841, -1.795]]}



Model d:
{"formula": "C6H16", "method": "ωB97M-V/def2-TZVPD", "orbital_gap_ev": 11.916, "e_lumo_ha": 0.03934, "multiplicity": 1, "smiles": "CC(C)C.CC", "symbols": ["C", "C", "H", "H", "H", "H", "H", "H", "C", "C", "C", "C", "H", "H", "H", "H", "H", "H", "H", "H", "H", "H"], "positions_angstrom": [[-2.548, 0.076, 0.300], [-2.344, 0.692, 1.785], [-1.855, 0.698, -0.335], [-2.309, -1.017, 0.053], [-3.550, 0.266, 0.081], [-1.377, 0.449, 2.138], [-3.051, 0.277, 2.468], [-2.605, 1.777, 1.746], [1.662, -0.391, -0.491], [1.656, 0.907, 0.345], [0.744, -1.528, -0.081], [1.569, -0.007, -1.977], [2.686, -0.833, -0.345], [0.507, 1.300, 0.332], [-0.229, -1.365, 0.102], [0.587, -2.289, -0.803], [1.192, -1.913, 0.725], [2.414, 0.633, -2.525], [1.651, -0.796, -2.731], [0.688, 0.506, -2.021], [2.356, 1.703, -0.128], [2.156, 0.855, 1.361]]}



It is model d that is the least stable of them.



Model a:
{"formula": "C6H16", "method": "ωB97M-V/def2-TZVPD", "orbital_gap_ev": 11.744, "e_lumo_ha": 0.03972, "multiplicity": 1, "smiles": "CCC.CCC", "symbols": ["C", "C", "C", "H", "H", "H", "H", "H", "H", "H", "H", "C", "C", "C", "H", "H", "H", "H", "H", "H", "H", "H"], "positions_angstrom": [[-1.127, -2.322, 0.541], [0.028, -2.745, 1.546], [-1.146, -0.883, 0.297], [-1.006, -2.959, -0.324], [-1.913, -2.723, 1.083], [-0.094, -3.722, 1.801], [-1.303, -0.598, -0.656], [-1.917, -0.388, 0.939], [-0.144, -2.052, 2.326], [0.950, -2.488, 1.002], [-0.141, -0.416, 0.441], [0.493, 1.930, -1.310], [-0.354, 2.233, -0.131], [1.980, 1.702, -1.073], [0.190, 0.993, -1.803], [0.395, 2.763, -2.019], [-0.097, 3.228, 0.335], [2.588, 2.704, -1.255], [2.052, 1.356, -0.018], [-0.121, 1.544, 0.710], [-1.501, 2.265, -0.190], [2.824, 1.000, -1.587]]}



Model b:
{"formula": "C6H16", "method": "ωB97M-V/def2-TZVPD", "orbital_gap_ev": 12.285, "e_lumo_ha": 0.04320, "multiplicity": 1, "smiles": "CCC.CCC", "symbols": ["C", "C", "C", "H", "H", "H", "H", "H", "H", "H", "H", "C", "C", "C", "H", "H", "H", "H", "H", "H", "H", "H"], "positions_angstrom": [[2.113, -1.261, -0.267], [1.977, -0.725, 1.172], [2.323, -0.152, -1.321], [2.853, -2.047, -0.359], [1.129, -1.629, -0.561], [1.021, -1.008, 1.603], [3.333, 0.057, -1.682], [1.778, -0.398, -2.241], [2.107, 0.354, 1.200], [2.730, -1.163, 1.833], [1.831, 0.760, -0.985], [-1.691, 0.913, 0.527], [-1.396, 0.250, -0.827], [-3.166, 0.840, 0.883], [-1.107, 0.430, 1.313], [-1.347, 1.945, 0.485], [-0.481, -0.345, -0.857], [-3.787, 1.297, 0.110], [-3.483, -0.200, 0.972], [-1.146, 1.052, -1.532], [-2.183, -0.371, -1.256], [-3.406, 1.401, 1.789]]}



Model c:
{"formula": "C6H16", "method": "ωB97M-V/def2-TZVPD", "orbital_gap_ev": 11.900, "e_lumo_ha": 0.04047, "multiplicity": 1, "smiles": "CCC.CCC", "symbols": ["C", "C", "C", "H", "H", "H", "H", "H", "H", "H", "H", "C", "C", "C", "H", "H", "H", "H", "H", "H", "H", "H"], "positions_angstrom": [[-1.512, 1.685, -0.490], [-0.129, 2.183, -0.187], [-2.015, 1.484, -1.930], [-2.170, 2.479, -0.102], [-1.537, 0.728, 0.137], [0.117, 1.766, 0.813], [0.686, 1.922, -0.928], [-1.131, 1.377, -2.637], [-2.687, 2.189, -2.351], [-0.175, 3.321, -0.205], [-2.687, 0.625, -1.860], [0.845, -1.359, 0.571], [0.834, -2.919, 0.448], [1.884, -1.003, 1.661], [1.252, -1.038, -0.519], [-0.179, -1.012, 0.681], [0.752, -3.020, -0.612], [-0.159, -3.404, 0.726], [1.605, -1.636, 2.477], [2.827, -1.196, 1.348], [1.832, -3.278, 0.904], [1.746, 0.104, 2.055]]}



It is model a that is the least stable of them.



Model a:
{"formula": "C6H16", "method": "ωB97M-V/def2-TZVPD", "orbital_gap_ev": 12.040, "e_lumo_ha": 0.03904, "multiplicity": 1, "smiles": "CCC.CCC", "symbols": ["C", "C", "C", "H", "H", "H", "H", "H", "H", "H", "H", "C", "C", "C", "H", "H", "H", "H", "H", "H", "H", "H"], "positions_angstrom": [[1.126, -1.292, 0.117], [1.283, -1.741, 1.591], [0.673, -2.346, -0.889], [2.084, -0.840, -0.132], [0.253, -0.639, 0.044], [2.288, -1.510, 1.912], [0.493, -1.216, 2.146], [1.242, -3.299, -0.817], [1.088, -2.780, 1.907], [0.674, -2.042, -1.928], [-0.345, -2.702, -0.711], [-0.769, 1.848, -0.932], [0.135, 1.895, 0.237], [-2.257, 1.887, -0.419], [-0.630, 2.738, -1.571], [-0.628, 0.890, -1.459], [0.041, 1.003, 0.911], [0.054, 2.801, 0.814], [-2.814, 2.804, -0.632], [-2.906, 1.085, -0.797], [1.171, 1.727, -0.058], [-2.256, 1.728, 0.667]]}



Model b:
{"formula": "C6H16", "method": "ωB97M-V/def2-TZVPD", "orbital_gap_ev": 12.182, "e_lumo_ha": 0.03998, "multiplicity": 1, "smiles": "CCC.CCC", "symbols": ["C", "C", "C", "H", "H", "H", "H", "H", "H", "H", "H", "C", "C", "C", "H", "H", "H", "H", "H", "H", "H", "H"], "positions_angstrom": [[-0.903, -0.732, -1.016], [-2.316, -0.524, -0.458], [-0.866, -1.909, -2.041], [-0.539, 0.130, -1.604], [-0.201, -0.820, -0.221], [-2.407, -1.041, 0.446], [-1.293, -1.399, -2.910], [-3.160, -0.775, -1.181], [-2.411, 0.579, -0.310], [0.110, -2.343, -2.346], [-1.502, -2.698, -1.716], [1.211, 1.672, 1.091], [1.104, 0.978, 2.429], [1.937, 0.728, 0.105], [0.173, 1.822, 0.786], [1.538, 2.650, 0.947], [2.033, 0.654, 2.914], [1.484, -0.257, 0.108], [1.814, 1.151, -0.900], [3.023, 0.608, 0.323], [0.585, 1.537, 3.193], [0.586, -0.012, 2.360]]}



It is model a that is the least stable of them.



Model a:
{"formula": "C6H12O2", "method": "ωB97M-V/def2-TZVPD", "orbital_gap_ev": 9.964, "e_lumo_ha": 0.02312, "multiplicity": 1, "smiles": "C/C=C/CCC=O.O", "symbols": ["O", "C", "C", "C", "C", "C", "C", "H", "H", "H", "H", "H", "H", "H", "H", "H", "H", "H", "H", "O"], "positions_angstrom": [[-1.724, -1.256, 0.637], [-1.982, -0.362, -0.128], [-1.603, 1.064, 0.154], [-0.669, 1.580, -1.005], [0.576, 0.772, -0.998], [1.377, 0.378, 0.004], [2.640, -0.351, -0.338], [-2.792, -0.315, -0.902], [-2.546, 1.590, 0.016], [-1.236, 1.282, 1.155], [-1.287, 1.678, -1.912], [-0.397, 2.621, -0.837], [0.903, 0.461, -1.998], [0.962, 0.331, 1.011], [3.394, 0.378, -0.674], [2.640, -1.206, -1.027], [3.097, -0.779, 0.552], [0.028, -2.919, 1.518], [-1.087, -2.213, 2.383], [-0.295, -2.735, 2.390]]}



Model b:
{"formula": "C6H12O2", "method": "ωB97M-V/def2-TZVPD", "orbital_gap_ev": 9.534, "e_lumo_ha": 0.03374, "multiplicity": 1, "smiles": "C#CCC.COCO", "symbols": ["C", "C", "O", "O", "H", "H", "H", "H", "H", "H", "C", "C", "C", "C", "H", "H", "H", "H", "H", "H"], "positions_angstrom": [[1.834, 0.862, -0.305], [-0.288, 2.073, -0.314], [0.387, 0.891, 0.133], [1.918, 0.794, -1.647], [1.286, -0.040, -1.891], [2.183, -0.034, 0.222], [2.312, 1.771, 0.077], [-0.276, 2.114, -1.408], [0.207, 2.955, 0.096], [-1.307, 2.022, 0.066], [-1.396, -1.083, 0.549], [-0.636, -1.555, 1.794], [-0.508, -0.769, -0.582], [0.012, -1.109, -1.677], [-2.083, -1.863, 0.207], [-2.004, -0.208, 0.796], [-1.331, -1.770, 2.606], [0.056, -0.784, 2.130], [-0.059, -2.453, 1.568], [-0.308, -1.817, -2.419]]}



Model c:
{"formula": "C6H12O2", "method": "ωB97M-V/def2-TZVPD", "orbital_gap_ev": 9.744, "e_lumo_ha": 0.02978, "multiplicity": 1, "smiles": "CC[C@](C)(O)CC=O", "symbols": ["C", "C", "C", "C", "C", "C", "O", "O", "H", "H", "H", "H", "H", "H", "H", "H", "H", "H", "H", "H"], "positions_angstrom": [[0.439, -0.221, -0.088], [0.041, 1.083, 0.467], [-1.144, -0.930, -0.429], [1.254, -0.168, -1.369], [-2.210, -0.800, 0.639], [1.517, 1.947, 0.754], [1.063, -1.013, 0.884], [2.022, 2.764, 0.002], [1.388, -1.827, 0.465], [2.023, 1.730, 1.727], [-0.507, 1.720, -0.224], [-0.398, 1.039, 1.464], [-1.521, -0.561, -1.387], [-0.897, -1.988, -0.571], [2.259, 0.216, -1.166], [1.366, -1.168, -1.800], [0.785, 0.487, -2.108], [-1.805, -1.020, 1.631], [-2.640, 0.207, 0.655], [-3.035, -1.498, 0.454]]}



It is model b that is the least stable of them.